(1)
# C2H3OSm

A molecular structure, C2H3OSm (ωB97M-V with the def2-TZVPD basis set, OMol25).

Spin multiplicity: 7
DFT total energy in eV: -22063.7966
ΔE to the lowest compared entry with this formula, charge and spin in kcal per mole: 38.4
Highest occupied orbital energy (alpha / beta) in eV: -10.78 / -11.02
Frontier orbital gap (alpha / beta) in Eh: 0.1861 / 0.1972
Net charge: +1

XYZ file:
```
7
Properties=species:S:1:pos:R:3:mulliken_spin:R:1
H -1.703 -0.099 -0.678 -0.005
C 0.005 -0.734 0.401 -0.052
H 0.334 -0.649 1.443 -0.004
O -0.360 1.397 -0.494 -0.028
Sm 2.395 1.474 -0.364 6.109
C -0.813 0.255 -0.118 -0.025
H 0.142 -1.644 -0.191 0.004
```

(2)
# C24H60BFO5Si2

A molecular structure, C24H60BFO5Si2 (ωB97M-V with the def2-TZVPD basis set, OMol25).

DFT total energy in eV: -55256.3611
Highest occupied orbital energy in eV: -9.72
Frontier orbital gap in Eh: 0.3649

XYZ file:
```
93
Properties=species:S:1:pos:R:3:mulliken_charge:R:1
O -0.090 1.343 -0.045 -0.119
C -6.848 2.596 -1.705 -0.577
H -4.000 -1.648 1.550 0.450
O 2.206 0.021 -3.162 -0.536
H -4.243 -3.467 -1.075 0.313
C 2.315 1.967 6.366 -1.210
H 2.684 1.798 7.378 0.385
H -1.136 -0.638 -2.591 0.297
C -5.430 -2.585 0.203 -0.627
H 0.437 1.304 2.775 -0.113
H -3.336 -1.333 -0.989 0.307
H 7.558 -3.482 -1.720 0.311
C -7.993 4.418 0.544 -0.468
H 1.245 2.170 6.438 0.282
H -5.297 -3.419 0.899 0.342
H 7.328 -0.857 -3.670 0.382
H 3.676 0.568 5.469 0.387
H -6.497 -2.369 0.166 0.317
H 5.582 -0.857 -3.725 0.333
H 9.130 -2.040 -3.005 0.225
C -2.772 0.329 0.318 -0.563
H 6.359 0.190 -1.623 0.346
H 0.943 -1.689 3.899 0.340
O -1.278 0.210 -2.165 -0.536
C 7.604 -3.558 -2.810 -0.825
H -8.009 0.821 -2.194 0.409
H -5.543 4.114 -0.924 0.399
C -6.797 3.483 0.715 -0.644
C 6.440 -1.293 -3.204 -0.451
C -3.821 -0.614 -0.328 -0.332
H 1.766 -2.442 -1.919 0.407
H -6.684 0.528 -1.075 -0.078
C -0.244 0.084 4.409 -0.487
H 1.382 -0.013 -3.647 0.285
H 8.490 -2.664 -5.362 0.282
H 7.496 -4.623 -3.041 0.405
H -7.150 5.770 -0.943 0.282
H 2.800 2.866 5.979 0.292
H 2.222 -2.945 0.492 0.346
H -6.201 2.478 -2.579 0.370
H 3.940 -2.754 0.205 0.270
B 2.125 0.154 -1.787 0.163
H 5.480 -1.295 -1.266 0.035
C -4.651 -1.354 0.723 -0.484
H 0.934 2.835 -1.852 -0.246
H -6.905 6.285 0.726 0.293
C -7.461 1.246 -1.352 -0.769
C 6.383 -0.894 -1.733 -0.964
H -5.379 -0.646 1.130 0.141
H -4.470 0.002 -0.952 0.098
H 10.202 -2.940 -5.070 0.383
H -2.607 0.038 1.361 0.252
O -5.085 -3.009 -1.112 -0.551
H -0.236 -1.211 2.678 0.040
H -0.097 -0.004 5.490 0.327
C 9.199 -3.256 -4.780 -1.196
H -8.157 1.317 -0.515 0.282
H -6.109 3.918 1.448 0.424
C -7.613 5.808 0.045 -1.209
H -8.722 3.971 -0.139 0.223
H 3.497 -2.256 -2.197 0.166
H 9.081 -4.301 -5.076 0.291
C 3.001 -3.051 -0.265 -1.359
H 3.066 -4.094 -0.576 0.410
O 2.633 -0.802 -0.971 -0.174
H -3.107 1.368 0.304 0.176
H 2.676 1.828 3.598 0.401
H 2.128 -0.124 5.887 0.234
H -7.142 2.542 1.152 0.277
C -0.058 -1.279 3.754 -1.003
C -6.019 3.196 -0.570 0.179
C 2.709 -2.154 -1.447 -0.056
H -1.286 0.392 4.273 0.351
F -0.530 -1.248 -0.164 -0.179
Si -1.141 0.201 -0.520 0.636
H 6.379 -3.007 -4.499 0.361
C 8.980 -3.087 -3.281 -0.388
H -5.200 2.507 -0.331 -0.412
H 0.350 2.134 4.308 0.351
H -7.637 3.291 -2.005 0.335
C 2.148 0.968 4.022 -0.510
H 2.461 0.104 3.428 0.178
H -8.502 4.510 1.507 0.387
C 2.601 0.768 5.467 -0.484
H -8.489 6.453 -0.031 0.388
H -0.769 -1.996 4.168 0.391
C 6.423 -2.805 -3.425 -0.415
H 9.743 -3.653 -2.741 0.384
C 0.645 1.188 3.844 -0.163
H 2.249 2.370 0.094 -0.227
Si 1.298 1.782 -0.876 0.505
H 5.498 -3.215 -3.006 0.177
H 7.246 -1.264 -1.177 0.348
```

(3)
# C33H36F3N3OPtS2

A molecular structure, C33H36F3N3OPtS2 (ωB97M-V with the def2-TZVPD basis set, OMol25).

Spin multiplicity: 3
DFT total energy in eV: -74375.2326
ΔE to the lowest compared entry with this formula, charge and spin in kcal per mole: 6.2
Highest occupied orbital energy (alpha / beta) in eV: -12.80 / -13.28
Frontier orbital gap (alpha / beta) in Eh: 0.2834 / 0.2457
Net charge: +2

XYZ file:
```
79
Properties=species:S:1:pos:R:3:mulliken_spin:R:1
O -0.557 -2.844 0.010 0.048
H -3.354 -0.752 0.097 -0.004
C -3.421 0.546 -1.497 -0.017
C -0.230 0.934 -1.574 0.043
C -1.819 1.701 5.792 0.001
C 2.433 3.979 -4.274 -0.021
C 1.159 -4.799 -0.309 0.003
C -0.261 3.278 -4.309 0.051
H -0.648 -2.995 2.582 0.000
H 0.376 -5.555 -0.314 0.000
C 3.983 -0.447 -0.600 0.000
C 2.452 -1.704 -1.991 0.008
H 1.837 -2.289 1.297 -0.010
C 1.569 4.541 -5.200 0.056
C 5.131 0.511 -0.474 0.001
C 3.359 -0.973 0.532 -0.008
H 3.993 -0.429 -2.745 0.000
N -2.899 -0.633 -0.803 0.106
H 2.089 -1.981 -2.973 0.001
H -0.439 4.644 -5.948 -0.001
H 2.612 2.612 -2.630 0.010
H -2.656 -2.697 -1.045 0.006
H -2.757 0.758 -2.338 -0.004
C -0.233 3.216 4.783 0.001
C 3.516 -0.827 -1.858 -0.006
S 0.216 -0.303 2.937 0.015
C 1.860 -2.223 -0.851 0.026
F 1.400 6.706 -6.097 0.002
C 1.066 -1.638 5.191 0.000
H 1.995 -5.121 -0.928 0.000
N -4.925 -0.872 -2.840 0.000
H -4.345 -0.729 -3.671 0.001
S 0.466 -3.310 -1.018 -0.002
C -0.355 0.939 4.066 0.000
C 1.258 -2.783 5.946 0.000
C 2.304 -1.861 0.416 0.024
H 1.488 -4.589 0.708 0.000
C 2.061 5.544 -6.214 -0.001
H 1.013 2.376 3.241 0.000
H -1.790 -0.320 5.066 0.000
C 0.756 -4.002 5.507 0.000
C -3.015 -1.844 -1.617 -0.012
C -4.434 -2.093 -2.102 0.007
H -5.547 0.193 -1.148 0.000
H -1.596 3.761 6.340 0.000
H -5.201 1.205 -2.563 0.000
H 3.476 4.263 -4.265 0.000
N -0.963 -0.617 1.885 0.118
H 5.552 0.499 0.530 0.000
C 0.361 -1.736 3.996 0.004
C 0.222 4.193 -5.220 -0.029
H -1.308 3.006 -4.314 0.001
H 4.807 1.531 -0.688 0.000
H -2.338 -1.735 -2.470 -0.005
H -5.880 -1.018 -3.173 0.000
C 0.221 2.197 3.957 0.000
H 0.904 -4.890 6.106 0.000
H 3.717 -0.695 1.516 0.001
H 5.924 0.267 -1.180 0.000
H 0.211 4.200 4.718 0.000
F 1.858 5.097 -7.463 0.002
Pt -0.632 -0.298 -0.149 1.314
C -1.248 2.967 5.693 0.000
C 0.119 1.752 -2.420 0.260
H -2.603 1.515 6.512 0.000
C 0.067 -4.083 4.307 0.001
H -0.322 -5.034 3.969 0.000
H -1.874 -0.667 2.328 -0.006
H -5.129 -2.249 -1.277 0.000
H -4.493 -2.941 -2.781 0.001
C 1.951 3.057 -3.361 0.044
C 0.600 2.697 -3.369 -0.047
C -1.372 0.676 4.978 -0.002
H -3.364 1.412 -0.841 0.006
C -0.130 -2.946 3.532 -0.002
H 1.450 -0.686 5.535 0.000
C -4.853 0.360 -1.972 0.012
H 1.798 -2.722 6.881 0.000
F 3.365 5.800 -6.079 0.000
```

(4)
# C3H8N2S

C3H8N2S in the gas phase (ωB97M-V with the def2-TZVPD basis set, OMol25).

Structure (SMILES): CN/N=C/CS
DFT total energy in eV: -17053.3883
ΔE to the lowest compared entry with this formula, charge and spin in kcal per mole: 77.1
Highest occupied orbital energy in eV: -8.64
Frontier orbital gap in Eh: 0.3526

XYZ file:
```
14
Properties=species:S:1:pos:R:3:mulliken_charge:R:1
H -0.472 -0.870 -0.477 0.190
N -0.531 0.634 1.679 -0.250
C 0.379 -0.014 -0.377 0.169
S 1.359 1.001 -3.010 -0.196
H 0.759 0.091 -3.818 0.117
H 1.935 -0.873 -1.533 0.340
H -2.237 -0.331 2.590 0.293
H -1.306 -1.189 1.426 0.398
H -2.404 -0.095 0.862 0.373
H 2.335 0.631 -0.882 0.266
H 0.033 0.552 2.632 0.291
N 0.370 0.602 0.664 -0.265
C -1.664 -0.230 1.618 -0.983
C 1.443 0.091 -1.374 -0.744
```